Entry 1:
The following is a DFT calculation (ωB97M-V with the def2-TZVPD basis set) of a single C4H6S molecule in a non-equilibrium geometry.

The geometry in ORCA input format:
```
! wB97M-V def2-TZVPD RIJCOSX def2/J DEFGRID3
* xyz 0 1
C -0.0339 1.8639 -0.1279
C 0.0435 0.3491 0.3314
C 1.3837 -0.2176 0.1110
C 2.4240 -0.8365 -0.1400
H 0.1858 2.0451 -1.1300
H 0.8315 2.4503 0.2448
H -0.9979 2.2559 0.2149
H -0.2133 0.2808 1.4339
H -1.9925 -1.1101 0.9975
H 3.2156 -1.5532 -0.1451
S -1.4958 -0.7076 -0.1664
*
```

- SMILES: C#C[C@@H](C)S
- Calculated total energy: -15077.64056 eV
- Lowest unoccupied orbital energy: 0.027 hartree
- Gap between HOMO and LUMO: 0.37333 Eh
- Energy above the lowest of the compared OMol25 structures with the same formula, charge and spin: 2.152 eV



Entry 2:
The following is a DFT calculation (ωB97M-V with the def2-TZVPD basis set) of a 2-piece molecular cluster, C4H6S overall in a non-equilibrium geometry.

The geometry in ORCA input format:
```
! wB97M-V def2-TZVPD RIJCOSX def2/J DEFGRID3
* xyz 0 1
C -0.7367 0.1843 0.1947
C 0.5336 0.6237 0.2489
C -1.7819 -0.4122 -0.1820
C -3.0432 -0.6963 -0.2664
S 3.9953 -0.3496 0.3066
H 0.8758 0.9955 1.1415
H 1.0257 1.0548 -0.5794
H 3.5768 0.5209 -0.6362
H 2.6982 -0.6794 0.5192
H -3.4511 -0.6015 -1.2731
H -3.6926 -0.6402 0.5262
*
```

- SMILES: C=C=C=C.S
- Calculated total energy: -15076.66393 eV
- Lowest unoccupied orbital energy: -0.005 hartree
- Gap between HOMO and LUMO: 0.33547 Eh
- Energy above the lowest of the compared OMol25 structures with the same formula, charge and spin: 3.129 eV



Entry 3:
The following is a DFT calculation (ωB97M-V with the def2-TZVPD basis set) of a single C4H6S molecule in a non-equilibrium geometry.

The geometry in ORCA input format:
```
! wB97M-V def2-TZVPD RIJCOSX def2/J DEFGRID3
* xyz 0 1
C 1.1082 0.0314 -0.2092
C 0.0847 1.1070 -0.1307
C -0.9386 -0.0235 0.3228
C 0.0654 -1.1138 -0.1474
H 0.4240 1.9096 0.5435
H -0.2516 1.6445 -1.0356
H -1.2637 -0.0474 1.3512
H -1.9030 0.0758 -0.2285
H -0.1707 -1.6111 -1.0911
H 0.2032 -1.9500 0.5180
S 2.6421 -0.0226 0.1070
*
```

- SMILES: S=C1CCC1
- Calculated total energy: -15078.86483 eV
- Lowest unoccupied orbital energy: 0.003 hartree
- Gap between HOMO and LUMO: 0.31579 Eh
- Energy above the lowest of the compared OMol25 structures with the same formula, charge and spin: 0.928 eV



Entry 4:
The following is a DFT calculation (ωB97M-V with the def2-TZVPD basis set) of a single C4H6S molecule in a non-equilibrium geometry.

The geometry in ORCA input format:
```
! wB97M-V def2-TZVPD RIJCOSX def2/J DEFGRID3
* xyz 0 1
C -0.7129 -0.5758 -1.2816
C 0.3705 -0.2261 -0.3638
C 0.1037 -0.2185 1.1547
C 0.3883 1.1765 0.2276
H -1.5859 0.0341 -1.1973
H 1.4485 -0.7695 -0.2412
H 0.7524 -0.6419 1.7295
H -0.9812 -0.0575 1.5008
H -0.5980 1.7978 0.1390
H 1.3945 1.5228 0.3283
S -0.5799 -2.0420 -1.9962
*
```

- SMILES: S=CC1CC1
- Calculated total energy: -15077.07344 eV
- Lowest unoccupied orbital energy: -0.010 hartree
- Gap between HOMO and LUMO: 0.30495 Eh
- Energy above the lowest of the compared OMol25 structures with the same formula, charge and spin: 2.719 eV



Entry 5:
The following is a DFT calculation (ωB97M-V with the def2-TZVPD basis set) of a single C4H6S2 molecule in a non-equilibrium geometry.

The geometry in ORCA input format:
```
! wB97M-V def2-TZVPD RIJCOSX def2/J DEFGRID3
* xyz 0 1
C 1.5263 0.4458 -0.2798
C 0.2460 -0.3028 -0.3383
C -1.0147 0.2020 -0.1058
C -2.1704 -0.6786 -0.2092
H 1.6996 0.7707 2.0636
H 2.2010 0.0761 -1.0681
H 1.3982 1.5003 -0.3893
H 0.3421 -1.3733 -0.4709
H -1.1291 1.2614 0.1411
H -1.8758 -1.7682 -0.3253
S 2.4955 0.0825 1.2228
S -3.7187 -0.2158 -0.2408
*
```

- SMILES: S=C/C=C/CS
- Calculated total energy: -25914.44038 eV
- Lowest unoccupied orbital energy: -0.028 hartree
- Gap between HOMO and LUMO: 0.29294 Eh
- Energy above the lowest of the compared OMol25 structures with the same formula, charge and spin: 0.851 eV



Entry 6:
The following is a DFT calculation (ωB97M-V with the def2-TZVPD basis set) of a single C4H6S2 molecule in a non-equilibrium geometry.

The geometry in ORCA input format:
```
! wB97M-V def2-TZVPD RIJCOSX def2/J DEFGRID3
* xyz 0 1
C 0.2153 0.4008 1.3562
C 1.3741 0.2263 0.4197
C 0.9098 0.0594 -1.0509
C 0.2075 -1.2240 -1.3173
H -0.4628 -0.4462 1.3476
H 1.8785 -0.6760 0.7478
H 2.1249 1.0302 0.3977
H 1.8041 0.0133 -1.7192
H 0.2814 0.8699 -1.4052
H 0.7421 -2.1264 -1.0216
S -0.0954 1.6725 2.2568
S -1.3176 -1.3875 -1.9314
*
```

- SMILES: S=CCCC=S
- Calculated total energy: -25914.19896 eV
- Lowest unoccupied orbital energy: -0.020 hartree
- Gap between HOMO and LUMO: 0.30659 Eh
- Energy above the lowest of the compared OMol25 structures with the same formula, charge and spin: 1.092 eV



Entry 7:
The following is a DFT calculation (ωB97M-V with the def2-TZVPD basis set) of C4H6S2Si as an isolated structure in a non-equilibrium geometry.

The geometry in ORCA input format:
```
! wB97M-V def2-TZVPD RIJCOSX def2/J DEFGRID3
* xyz 0 1
C -0.2372 -1.8646 -0.1868
C 0.8184 -0.9992 -0.4495
C -1.4063 -1.3775 0.2766
C 0.7447 0.2597 -0.0291
Si 1.3656 2.0127 0.1284
S -1.5916 0.3756 0.6116
S -3.4310 0.8682 -0.0732
H -0.0494 -2.9901 -0.3867
H 1.7248 -1.3717 -0.9208
H -2.3013 -2.0845 0.4861
H 2.5526 1.9371 -0.5451
H 1.4295 2.3782 1.5746
H 0.3810 2.8561 -0.4861
*
```

- Calculated total energy: -33788.92621 eV
- Lowest unoccupied orbital energy (alpha / beta): -0.063 / -0.039 hartree
- Gap between HOMO and LUMO (alpha / beta): 0.22288 / 0.26242 Eh
- Energy above the lowest of the compared OMol25 structures with the same formula, charge and spin: 2.206 eV



Entry 8:
The following is a DFT calculation (ωB97M-V with the def2-TZVPD basis set) of a single C4H6S3 molecule in a non-equilibrium geometry.

The geometry in ORCA input format:
```
! wB97M-V def2-TZVPD RIJCOSX def2/J DEFGRID3
* xyz 0 1
C -1.4703 0.5061 -0.0888
C -1.0474 0.7412 1.2847
C -0.2370 -0.3697 0.4865
C 1.1472 0.0126 0.0518
H -2.4967 -1.3355 -1.2741
H -1.1385 1.1940 -0.8343
H -0.5129 1.6359 1.5501
H -1.6482 0.3087 2.0104
H -0.3863 -1.4515 0.6925
H 1.4205 -2.2782 0.4372
S -2.9696 -0.4265 -0.3865
S 2.2933 -1.3155 -0.0337
S 1.5767 1.5286 -0.3915
*
```

- SMILES: S=C(S)[C@H]1C[C@@H]1S
- Calculated total energy: -36749.52767 eV
- Lowest unoccupied orbital energy: -0.007 hartree
- Gap between HOMO and LUMO: 0.31605 Eh
- Energy above the lowest of the compared OMol25 structures with the same formula, charge and spin: 0.731 eV



Entry 9:
The following is a DFT calculation (ωB97M-V with the def2-TZVPD basis set) of a single C4H6S3 molecule in a non-equilibrium geometry.

The geometry in ORCA input format:
```
! wB97M-V def2-TZVPD RIJCOSX def2/J DEFGRID3
* xyz 0 1
C 0.4755 -1.0651 -0.5280
C -0.5996 -1.0531 0.3225
C 1.1266 0.2420 -0.7624
C -1.1120 0.2840 0.5393
S -0.0883 1.4836 -0.2782
S 2.5844 0.1741 0.3514
S -2.9272 0.1797 -0.0121
H 1.1999 -1.9094 -0.5831
H -1.0079 -1.7754 0.8774
H 1.3863 0.4865 -1.8660
H -1.1823 0.4003 1.5638
H 3.4087 1.1673 -0.2450
H -3.2641 1.3854 0.6204
*
```

- SMILES: S[C@H]1C=C[C@H](S)S1
- Calculated total energy: -36749.32176 eV
- Lowest unoccupied orbital energy: 0.014 hartree
- Gap between HOMO and LUMO: 0.33300 Eh
- Energy above the lowest of the compared OMol25 structures with the same formula, charge and spin: 0.937 eV



Entry 10:
The following is a DFT calculation (ωB97M-V with the def2-TZVPD basis set) of a single C4H6S3 molecule in a non-equilibrium geometry.

The geometry in ORCA input format:
```
! wB97M-V def2-TZVPD RIJCOSX def2/J DEFGRID3
* xyz 0 1
C 0.6522 0.5111 0.8477
C -0.4457 -0.3629 1.3013
C -0.4144 -0.0275 -0.1837
C 0.0594 -1.0404 -1.1291
H 1.6941 2.5767 0.3205
H 1.5785 -0.0380 0.5665
H -0.1641 -1.3708 1.6391
H -1.2504 0.0323 1.9413
H -1.0751 0.7012 -0.7015
H -1.8396 -0.1919 -2.1827
S 0.7451 2.2812 1.1759
S -0.9553 -1.1624 -2.5832
S 1.4153 -1.9085 -1.0122
*
```

- SMILES: S=C(S)[C@H]1C[C@@H]1S
- Calculated total energy: -36749.44888 eV
- Lowest unoccupied orbital energy: -0.007 hartree
- Gap between HOMO and LUMO: 0.31626 Eh
- Energy above the lowest of the compared OMol25 structures with the same formula, charge and spin: 0.809 eV